[1]
{
  "formula": "C41H99Br6NO25P6",
  "method": "ωB97M-V/def2-TZVPD",
  "symbols": ["Br", "Br", "Br", "Br", "Br", "Br", "P", "P", "P", "P", "P", "P", "O", "O", "O", "O", "O", "O", "O", "O", "O", "O", "O", "O", "O", "O", "O", "O", "O", "O", "O", "O", "O", "O", "O", "O", "O", "N", "C", "C", "C", "C", "C", "C", "C", "C", "C", "C", "C", "C", "C", "C", "C", "C", "C", "C", "C", "C", "C", "C", "C", "C", "C", "C", "C", "C", "C", "C", "C", "C", "C", "C", "C", "C", "C", "C", "C", "C", "C", "H", "H", "H", "H", "H", "H", "H", "H", "H", "H", "H", "H", "H", "H", "H", "H", "H", "H", "H", "H", "H", "H", "H", "H", "H", "H", "H", "H", "H", "H", "H", "H", "H", "H", "H", "H", "H", "H", "H", "H", "H", "H", "H", "H", "H", "H", "H", "H", "H", "H", "H", "H", "H", "H", "H", "H", "H", "H", "H", "H", "H", "H", "H", "H", "H", "H", "H", "H", "H", "H", "H", "H", "H", "H", "H", "H", "H", "H", "H", "H", "H", "H", "H", "H", "H", "H", "H", "H", "H", "H", "H", "H", "H", "H", "H", "H", "H", "H", "H"],
  "coordinates": [[-14.303, -2.968, -19.332], [-13.088, -10.873, -24.118], [-12.139, -13.897, -23.209], [-11.890, -4.568, -20.968], [-15.019, -4.679, -21.928], [-13.282, -13.412, -26.302], [-9.634, -19.700, -17.454], [-2.840, -9.599, -16.973], [-11.706, -1.348, -11.980], [-21.193, -6.531, -16.783], [-18.966, -18.095, -18.409], [-13.069, -16.672, -7.894], [-1.812, -9.625, -18.214], [-9.322, -20.182, -15.992], [-20.176, -5.759, -15.854], [-11.932, -16.852, -6.741], [-11.254, -19.697, -17.591], [-17.717, -17.096, -18.300], [-2.041, -8.740, -15.761], [-10.733, -0.643, -13.102], [-18.600, -19.069, -19.649], [-8.905, -18.463, -17.715], [-20.287, -17.401, -18.599], [-12.651, -15.729, -8.944], [-13.133, -0.980, -12.084], [-11.388, -2.942, -12.083], [-22.187, -7.347, -16.057], [-18.765, -18.987, -17.068], [-13.297, -18.227, -8.321], [-21.876, -5.288, -17.624], [-4.196, -9.106, -17.303], [-14.358, -16.206, -6.966], [-13.384, -10.573, -14.957], [-9.188, -20.942, -18.436], [-2.794, -11.074, -16.406], [-20.198, -7.311, -17.770], [-10.959, -0.880, -10.604], [-12.145, -11.863, -16.405], [-22.626, -4.326, -16.908], [-1.614, -9.525, -13.562], [-15.724, -18.856, -8.414], [-12.163, -20.829, -17.461], [-18.139, -18.416, -20.844], [-1.860, -8.572, -19.202], [-7.590, -22.827, -18.910], [-9.861, -15.754, -6.289], [-11.509, -3.626, -13.345], [-10.906, 0.690, -13.424], [-20.798, -8.256, -18.619], [-11.180, -12.948, -16.576], [-12.057, -10.910, -17.455], [-3.657, -12.519, -18.289], [-20.846, -7.749, -20.043], [-7.836, -21.368, -18.381], [-14.335, -19.045, -7.785], [-17.674, -16.111, -15.977], [-8.051, -19.064, -14.355], [-13.301, -12.756, -24.385], [-16.666, -18.331, -20.867], [-14.747, -14.838, -6.811], [-2.536, -8.739, -14.475], [-12.689, -11.629, -15.160], [-1.211, -9.143, -20.522], [-9.404, -19.346, -14.857], [-10.509, -0.710, -8.357], [-18.754, -6.183, -13.908], [-19.691, -20.199, -15.165], [-11.592, -1.052, -9.366], [-16.314, -15.020, -7.106], [-12.843, -20.704, -16.008], [-17.843, -15.905, -17.479], [-3.790, -12.032, -16.789], [-9.503, 1.287, -13.152], [-19.573, -20.089, -16.691], [-24.169, -4.650, -16.855], [-11.386, -15.677, -6.104], [-19.067, -6.456, -15.382], [-13.811, -4.537, -20.406], [-10.370, -3.201, -14.369], [-2.540, -7.723, -14.080], [-16.258, -19.768, -8.683], [-16.645, -15.450, -8.051], [-12.151, -20.708, -15.166], [-2.684, -12.963, -18.500], [-0.223, -9.525, -20.265], [-7.638, -21.495, -17.316], [-11.883, -11.333, -18.445], [-9.416, -2.901, -13.938], [-13.961, -5.426, -19.794], [-7.193, -20.624, -18.851], [-8.619, 0.894, -13.655], [-1.316, -10.507, -13.929], [-18.626, -17.441, -20.852], [-0.675, -9.022, -13.332], [-18.529, -18.959, -21.705], [-12.449, -12.391, -14.403], [-11.341, -13.395, -17.557], [-18.728, -20.497, -14.750], [-16.187, -19.310, -20.883], [-7.515, -19.909, -13.922], [-19.983, -19.280, -14.656], [-16.722, -16.598, -15.767], [-1.870, -9.968, -20.791], [-24.402, -5.629, -16.436], [-14.290, -14.171, -7.541], [-20.568, -20.044, -17.134], [-15.653, -18.295, -9.346], [-2.806, -8.110, -19.487], [-11.265, -4.671, -13.155], [-13.496, -19.856, -15.797], [-24.487, -4.047, -16.005], [-16.302, -17.843, -21.771], [-19.129, -7.505, -15.673], [-18.243, -5.224, -13.823], [-16.977, -15.270, -17.666], [-16.865, -14.083, -7.187], [-3.657, -12.860, -16.092], [-9.304, 1.099, -12.097], [-7.382, -18.684, -15.126], [-7.221, -22.721, -19.930], [-8.159, -18.281, -13.605], [-20.590, -20.803, -15.049], [-11.307, -10.164, -17.193], [-22.326, -4.314, -15.860], [-14.570, -14.424, -5.818], [-21.384, -6.803, -20.091], [-14.086, -20.066, -8.075], [-3.589, -8.997, -14.370], [-10.126, -12.672, -16.616], [-11.727, -15.731, -5.070], [-19.596, -6.294, -13.225], [-14.283, -13.016, -23.989], [-13.493, -21.570, -15.879], [-8.558, -23.330, -18.909], [-18.753, -15.333, -17.658], [-11.236, -13.753, -15.844], [-22.356, -3.338, -17.279], [-9.284, -14.848, -6.106], [-11.634, -14.668, -6.434], [-9.327, -16.471, -5.666], [-10.052, -3.983, -15.059], [-12.505, -0.474, -9.227], [-1.193, -8.407, -21.326], [-18.028, -6.957, -13.655], [-10.703, -2.391, -15.019], [-16.854, -15.602, -6.359], [-11.825, -2.094, -9.145], [-17.864, -15.223, -15.374], [-16.251, -17.972, -19.925], [-9.718, -15.977, -7.346], [-12.890, -20.574, -18.232], [-9.483, 2.346, -13.408], [-20.188, -9.159, -18.592], [-9.949, -18.441, -15.126], [-14.343, -18.979, -6.697], [-13.041, -10.453, -17.566], [-9.970, 0.208, -8.593], [-19.831, -7.575, -20.401], [-4.431, -13.259, -18.494], [-10.100, -19.765, -14.131], [-19.107, -20.945, -17.179], [-2.054, -9.683, -12.577], [-11.682, 1.228, -12.880], [-4.815, -11.683, -16.664], [-24.765, -4.369, -17.723], [-11.730, -21.758, -17.834], [-18.270, -6.118, -16.044], [-11.216, 0.709, -14.469], [-10.905, -0.843, -7.351], [-12.517, -3.588, -13.757], [-18.490, -16.680, -15.532], [-6.823, -23.322, -18.315], [-16.413, -18.350, -7.738], [-21.261, -8.495, -20.721], [-3.772, -11.641, -18.924], [-21.806, -8.552, -18.329], [-1.207, -7.735, -18.951], [-9.791, -1.525, -8.451]],
  "e_above_lowest_kcal_mol": 0.0,
  "spin_multiplicity": 1,
  "fmax_ev_per_a": 4.695,
  "orbital_gap_ev": 8.67
}

***

[2]
{
  "formula": "C7H14N2O4S",
  "method": "ωB97M-V/def2-TZVPD",
  "symbols": ["S", "O", "O", "O", "O", "N", "N", "C", "C", "C", "C", "C", "C", "C", "H", "H", "H", "H", "H", "H", "H", "H", "H", "H", "H", "H", "H", "H"],
  "coordinates": [[2.199, -1.109, 0.102], [2.177, -0.058, -0.985], [2.271, 2.719, -0.467], [3.324, -1.931, 0.082], [2.059, -0.382, 1.367], [-0.967, -0.176, -1.339], [-0.215, 0.851, 0.693], [0.754, -1.996, -0.296], [-0.488, 2.192, 0.605], [1.403, 3.410, -0.059], [-0.999, -0.186, 0.077], [-1.637, 2.861, 0.414], [-0.350, -1.576, 0.492], [-1.570, -2.594, 0.202], [-1.732, 3.891, 0.188], [-1.756, 0.385, -1.623], [2.425, 0.984, -0.912], [-1.234, -3.552, 0.652], [1.304, 4.439, 0.220], [-0.190, -1.550, 1.642], [0.546, 0.557, 1.263], [-2.590, 2.415, 0.440], [-0.178, 0.316, -1.539], [0.540, -2.003, -1.314], [0.953, -3.078, -0.068], [-2.504, -2.100, 0.669], [-2.047, -0.126, 0.388], [-1.500, -2.601, -0.894]],
  "e_above_lowest_kcal_mol": 21.7,
  "spin_multiplicity": 3,
  "fmax_ev_per_a": 6.699,
  "orbital_gap_ev": [7.04, 7.36]
}